Record 1
DFT (ωB97M-V with the def2-TZVPD basis set) results for a cluster of 2 separate species, C3H9NO in total at a distorted geometry.

Geometry as XYZ:
```
14
Properties=species:S:1:pos:R:3:forces:R:3
C -1.960 -1.456 1.550 -0.4 -0.7 0.9
C -0.844 -1.570 0.835 -1.1 0.1 -1.0
N -0.769 -1.553 -0.582 1.6 1.2 0.9
C 0.448 -0.790 -0.971 -0.7 -0.4 -1.2
H -2.964 -1.282 1.187 0.2 0.0 -0.7
H -2.009 -1.779 2.587 0.5 0.5 0.1
H 0.134 -1.675 1.278 0.0 -0.4 0.3
H -1.563 -1.151 -1.060 -0.3 -0.2 0.3
H 1.329 -1.260 -0.564 0.2 -0.2 0.2
H 0.522 -0.844 -2.062 0.2 0.1 0.1
H 0.452 0.270 -0.698 -0.2 0.0 0.2
H 2.770 3.770 -0.183 0.4 -0.4 0.3
H 1.740 4.687 -0.731 1.1 0.3 0.0
O 2.715 4.634 -0.586 -1.5 0.1 -0.3
```
Forces are in eV/Å.

The highest occupied orbital energy comes out at -8.539 eV. For the HOMO-LUMO gap, the calculation gives 0.334 hartree. The spin multiplicity is 1. The LUMO energy is 0.6 eV. Its SMILES is C=CNC.O.

=====

Record 2
DFT (ωB97M-V with the def2-TZVPD basis set) results for a cluster of 3 separate species, C3H9NO2 in total at a distorted geometry.

Geometry as XYZ:
```
15
Properties=species:S:1:pos:R:3:forces:R:3
C -1.144 -0.374 -0.832 -5.2 1.5 5.4
C -0.321 -0.495 -1.794 6.7 -3.6 2.7
C -1.345 -1.415 1.331 0.6 -0.3 3.7
N -0.873 -0.543 0.538 2.1 2.3 -4.6
H -2.201 0.101 -1.008 1.2 -0.9 0.0
H 0.758 -0.960 -1.490 -2.4 0.8 -0.4
H -0.202 -0.168 -2.693 -0.6 2.2 -5.6
H -0.846 -1.404 2.338 -0.9 -0.3 -0.7
H -2.021 -2.161 1.104 -1.5 -1.7 -0.6
H 1.952 2.043 -1.066 -0.3 0.8 1.1
H 0.552 2.378 -1.031 -0.8 0.1 0.3
O 1.343 2.630 -0.545 1.0 -1.0 -1.3
H 1.478 -0.664 1.524 -0.6 0.5 -0.4
H 1.282 0.903 1.565 -0.2 -0.8 -0.2
O 1.589 0.127 2.060 0.8 0.5 0.7
```
Forces are in eV/Å.

As for the expectation value of S²: 0.754. The highest occupied orbital energy (alpha / beta) comes out at 0.390 / -3.593 eV. For the HOMO-LUMO gap (alpha / beta), the calculation gives 0.132 / 0.272 hartree. The spin multiplicity is 2. The LUMO energy (alpha / beta) is 4.0 / 3.8 eV. The total charge is -1.

=====

Record 3
DFT (ωB97M-V with the def2-TZVPD basis set) results for a cluster of 3 separate species, C3H9NO2 in total at a distorted geometry.

Geometry as XYZ:
```
15
Properties=species:S:1:pos:R:3:forces:R:3
O 1.389 -0.475 -0.790 -0.7 0.0 0.1
C 0.274 0.111 -1.069 1.1 0.0 0.7
C -0.876 0.092 -0.280 -0.5 1.3 0.0
C -2.168 0.595 -0.895 0.1 -1.2 0.0
N -0.932 -0.829 0.816 0.1 -0.2 -0.6
H 0.303 0.836 -1.895 -0.3 -0.2 -0.2
H -0.834 1.765 0.559 0.3 -0.5 -0.1
H -2.713 -0.216 -1.411 0.2 0.0 -0.1
H -1.883 1.346 -1.630 -0.4 0.3 0.1
H -2.861 0.955 -0.136 0.2 0.4 -0.1
H -0.944 -0.322 1.687 -0.1 0.2 0.2
H -0.023 -1.277 0.780 0.1 -0.3 0.2
H 3.025 0.209 1.948 0.2 -0.2 -0.2
H 1.880 -0.184 0.926 0.3 0.6 0.2
O 2.092 0.313 1.768 -0.4 -0.4 -0.1
```
Forces are in eV/Å.

As for the expectation value of S²: 0.768. The highest occupied orbital energy (alpha / beta) comes out at -1.687 / -3.043 eV. For the HOMO-LUMO gap (alpha / beta), the calculation gives 0.216 / 0.261 hartree. The spin multiplicity is 2. The LUMO energy (alpha / beta) is 4.2 / 4.1 eV. The total charge is -1.

=====

Record 4
DFT (ωB97M-V with the def2-TZVPD basis set) results for a cluster of 2 separate species, C3H9NO2 in total.

Geometry as XYZ:
```
15
Properties=species:S:1:pos:R:3:forces:R:3
C 0.623 -0.469 -0.881 0.0 -0.1 -0.3
N -0.464 -0.492 -0.094 0.3 -0.2 0.3
C -1.802 -0.138 -0.514 -0.1 0.3 -0.1
C -1.980 1.364 -0.711 -0.1 -0.1 0.4
O 1.758 -0.678 -0.493 0.0 0.2 0.0
H 0.400 -0.263 -1.942 0.0 0.0 0.0
H -0.296 -0.754 0.866 -0.1 0.1 0.1
H -2.473 -0.447 0.280 -0.1 -0.2 0.0
H -2.046 -0.702 -1.412 -0.2 0.0 -0.1
H -1.588 1.857 0.177 0.0 0.2 0.0
H -3.039 1.624 -0.789 0.1 0.0 -0.2
H -1.448 1.746 -1.576 0.1 0.0 -0.2
H 1.623 0.124 1.407 0.6 -0.1 -0.1
H 2.543 0.668 2.533 0.0 0.0 -0.2
O 1.766 0.128 2.363 -0.4 0.1 0.3
```
Forces are in eV/Å.

The highest occupied orbital energy comes out at -10.061 eV. For the HOMO-LUMO gap, the calculation gives 0.402 hartree. The spin multiplicity is 1. The LUMO energy is 0.9 eV. Its SMILES is CCNC=O.O.

=====

Record 5
DFT (ωB97M-V with the def2-TZVPD basis set) results for a cluster of 2 separate species, C3H9NO2 in total.

Geometry as XYZ:
```
15
Properties=species:S:1:pos:R:3:forces:R:3
C 2.175 1.446 -1.338 -0.6 -0.7 -0.1
O 2.310 0.072 -0.924 -0.1 0.1 -0.1
H 1.693 -0.413 -1.491 0.3 0.0 0.2
H 1.198 1.815 -1.027 0.1 0.3 0.2
H 2.979 2.043 -0.930 0.1 -0.1 0.2
H 2.209 1.467 -2.419 0.2 0.3 -0.3
C -2.430 -0.927 1.180 0.1 0.7 0.0
C -1.188 -0.131 0.832 0.7 0.1 0.2
O -1.196 1.079 0.724 0.0 -0.1 0.1
N -0.076 -0.902 0.626 -0.6 0.1 0.2
H -2.958 -0.418 1.980 0.0 0.2 0.0
H -2.240 -1.946 1.524 -0.1 0.0 -0.5
H 0.854 -0.510 0.491 -0.4 -0.1 -0.3
H -0.300 -1.870 0.489 0.7 -0.2 0.1
H -3.031 -0.804 0.282 -0.4 -0.7 0.0
```
Forces are in eV/Å.

The highest occupied orbital energy comes out at -9.728 eV. For the HOMO-LUMO gap, the calculation gives 0.386 hartree. The spin multiplicity is 1. The LUMO energy is 0.8 eV. Its SMILES is CC(N)=O.CO.

=====

Record 6
DFT (ωB97M-V with the def2-TZVPD basis set) results for a cluster of 2 separate species, C3H9NO2 in total at a distorted geometry.

Geometry as XYZ:
```
15
Properties=species:S:1:pos:R:3:forces:R:3
C -2.154 -0.032 -0.646 -0.4 -2.9 3.8
C -0.988 -0.518 -1.382 0.5 0.3 -3.5
O -1.231 -0.554 -2.746 -0.1 0.5 0.8
O 0.068 -0.939 -0.990 -0.8 0.2 0.3
H -1.830 0.330 0.342 0.0 0.3 -0.5
H -2.448 -1.095 -0.299 -0.2 1.2 -0.2
H -3.112 0.393 -0.903 0.5 0.5 -1.3
C 1.847 -0.082 1.164 -1.5 -0.1 -0.3
N 1.816 1.288 1.636 0.1 0.9 -0.1
H 2.012 1.441 2.610 0.1 -0.3 0.1
H -0.370 -0.730 -3.145 0.0 -0.3 -0.1
H 1.008 1.842 1.402 -0.1 -0.3 -0.2
H 1.035 -0.306 0.450 0.4 0.6 0.8
H 1.644 -0.780 1.991 0.8 -0.1 -0.3
H 2.703 -0.256 0.518 0.7 -0.4 0.6
```
Forces are in eV/Å.

The highest occupied orbital energy comes out at -8.546 eV. For the HOMO-LUMO gap, the calculation gives 0.338 hartree. The spin multiplicity is 1. The LUMO energy is 0.7 eV. Its SMILES is CC(=O)O.CN.

=====

Record 7
DFT (ωB97M-V with the def2-TZVPD basis set) results for a cluster of 3 separate species, C3H9NO2 in total at a distorted geometry.

Geometry as XYZ:
```
15
Properties=species:S:1:pos:R:3:forces:R:3
C 0.537 -0.035 -1.553 -2.5 -4.2 -1.8
C 0.019 -0.276 -0.157 -1.0 7.1 -2.0
C -0.325 -1.280 1.913 0.7 -0.2 1.4
H -0.716 3.622 -0.625 0.1 -0.6 -0.1
H -0.383 2.031 -0.480 -1.0 1.9 -1.1
H 1.081 -0.956 -1.717 1.2 0.1 -0.5
H 1.011 0.855 -1.864 0.4 1.0 0.4
H -0.315 -0.293 -2.377 1.4 1.1 2.2
H 1.272 -2.070 0.491 -4.9 2.7 -1.0
H -0.134 -0.106 2.192 -0.6 -3.3 -0.1
H -1.522 -1.584 2.132 3.7 0.6 -0.5
H 0.595 -2.035 2.275 -3.4 2.0 0.5
N 0.014 -1.373 0.477 5.1 -7.1 2.3
O -0.609 2.807 -1.140 0.7 -1.0 1.0
O -0.523 0.693 0.434 0.1 -0.1 -0.8
```
Forces are in eV/Å.

The highest occupied orbital energy comes out at -9.953 eV. For the HOMO-LUMO gap, the calculation gives 0.343 hartree. The spin multiplicity is 1. The LUMO energy is -0.6 eV.

=====

Record 8
DFT (ωB97M-V with the def2-TZVPD basis set) results for a cluster of 2 separate species, C3H9NO2 in total.

Geometry as XYZ:
```
15
Properties=species:S:1:pos:R:3:forces:R:3
C -0.399 0.813 -0.923 0.1 0.1 -0.1
C 0.407 1.148 0.090 0.1 0.1 0.2
C 0.120 0.884 1.539 -0.1 0.1 -0.2
N -1.637 0.214 -0.815 -0.1 0.0 0.1
O 1.591 -1.616 -0.347 0.8 0.1 0.2
O 0.358 -2.244 -0.673 -0.8 -0.1 -0.1
H 0.630 -3.161 -0.795 0.2 0.1 0.1
H -0.120 1.063 -1.938 0.1 0.0 0.0
H -1.896 -0.372 -1.593 0.0 0.0 0.1
H -1.813 -0.224 0.077 -0.1 -0.1 -0.1
H 1.300 1.714 -0.127 0.1 0.1 -0.2
H 1.317 -0.679 -0.243 -0.2 -0.3 -0.2
H -0.412 -0.057 1.677 0.0 -0.1 0.1
H -0.495 1.679 1.965 0.0 0.0 0.1
H 1.047 0.839 2.107 0.0 -0.1 0.1
```
Forces are in eV/Å.

The highest occupied orbital energy comes out at -8.324 eV. For the HOMO-LUMO gap, the calculation gives 0.340 hartree. The spin multiplicity is 1. The LUMO energy is 0.9 eV. Its SMILES is C/C=C\N.OO.